Entry w
# H34O17

17 unconnected molecules or ions with the total composition H34O17 (ωB97M-V/def2-TZVPD, OMol25).

Computed properties:
Net charge: 0
HOMO energy (eV): -10.55

Geometry (Å):
1 O 3.550 1.213 -0.233
2 H 3.424 1.062 -1.186
3 H 3.560 0.267 -0.032
4 O 1.758 3.323 -3.405
5 H 1.275 4.002 -3.861
6 H 2.238 3.417 -2.586
7 O 0.766 -2.392 0.154
8 H -0.190 -2.419 0.052
9 H 0.976 -3.243 0.561
10 O -2.877 -1.623 -0.618
11 H -2.367 -1.576 0.194
12 H -2.766 -2.423 -1.173
13 O 1.988 3.337 -0.154
14 H 1.255 3.641 0.390
15 H 1.951 2.372 -0.039
16 O 2.781 -4.077 1.862
17 H 3.429 -4.177 2.555
18 H 2.628 -4.892 1.382
19 O -5.409 -2.076 0.121
20 H -4.790 -1.503 -0.375
21 H -4.723 -2.195 0.797
22 O 1.439 -0.108 -2.842
23 H 2.019 -0.083 -3.607
24 H 1.270 -1.002 -2.541
25 O -2.323 2.590 -0.278
26 H -1.474 2.771 -0.708
27 H -2.556 1.809 -0.798
28 O 1.277 1.813 -5.732
29 H 1.468 2.477 -5.048
30 H 0.501 1.389 -5.349
31 O -0.610 3.459 4.992
32 H 0.307 3.144 5.023
33 H -0.621 3.444 4.022
34 O 0.476 -3.590 3.132
35 H 0.341 -4.514 2.939
36 H 0.775 -3.651 4.047
37 O 5.345 2.332 1.338
38 H 5.062 3.119 0.875
39 H 4.720 1.615 1.157
40 O -4.520 1.300 -1.045
41 H -5.432 1.145 -0.793
42 H -4.517 2.006 -1.689
43 O 1.289 1.119 2.101
44 H 1.940 0.419 1.991
45 H 0.526 0.712 1.668
46 O -1.856 -1.627 3.507
47 H -1.900 -1.040 4.265
48 H -0.980 -2.030 3.589
49 O -3.240 -3.180 -2.648
50 H -4.196 -3.187 -2.541
51 H -2.986 -2.691 -3.432



Entry x
# H34O17

17 unconnected molecules or ions with the total composition H34O17 (ωB97M-V/def2-TZVPD, OMol25).

Computed properties:
Net charge: 0
HOMO energy (eV): -11.06

Geometry (Å):
1 O -3.274 -0.403 -0.679
2 H -3.852 -0.436 -1.453
3 H -3.052 -1.264 -0.317
4 O -3.288 -2.274 2.916
5 H -3.271 -1.297 2.898
6 H -2.465 -2.432 2.415
7 O 0.387 -1.262 -2.083
8 H 0.648 -0.838 -1.268
9 H -0.032 -0.702 -2.741
10 O 3.011 -0.445 0.690
11 H 2.093 -0.658 0.535
12 H 3.626 -1.183 0.585
13 O -3.465 0.837 1.723
14 H -3.034 1.691 1.774
15 H -3.350 0.290 0.917
16 O 0.382 -0.569 -5.395
17 H -0.035 0.290 -5.268
18 H 1.181 -0.514 -5.916
19 O 5.462 0.174 1.103
20 H 4.619 0.304 0.653
21 H 6.314 0.179 0.664
22 O -1.725 -2.806 0.421
23 H -1.524 -3.704 0.717
24 H -1.764 -2.899 -0.543
25 O 0.057 1.008 3.059
26 H 0.274 1.078 3.993
27 H 0.891 1.099 2.587
28 O -2.012 -4.497 3.099
29 H -2.823 -4.119 3.460
30 H -1.446 -3.715 3.125
31 O -1.643 5.679 0.206
32 H -0.737 5.887 -0.083
33 H -1.291 5.293 1.037
34 O 1.675 1.258 -4.374
35 H 2.215 0.780 -3.729
36 H 2.235 1.254 -5.163
37 O -5.876 0.935 -1.124
38 H -5.630 0.769 -0.203
39 H -5.535 1.830 -1.235
40 O 3.336 0.083 3.882
41 H 3.439 -0.033 2.920
42 H 3.885 0.879 3.911
43 O -1.803 2.019 -0.779
44 H -0.854 2.087 -0.902
45 H -2.111 1.730 0.077
46 O 2.517 2.696 -1.976
47 H 2.279 3.600 -2.195
48 H 2.240 2.156 -2.726
49 O 4.311 -3.069 -0.065
50 H 5.007 -2.938 0.592
51 H 3.806 -3.830 0.260



Entry y
# H34O17

17 unconnected molecules or ions with the total composition H34O17 (ωB97M-V/def2-TZVPD, OMol25).

Computed properties:
Net charge: 0
HOMO energy (eV): -10.65

Geometry (Å):
1 O -4.084 -3.105 2.409
2 H -3.139 -2.832 2.199
3 H -4.641 -2.491 2.832
4 O 0.279 0.079 5.526
5 H -0.370 -0.559 5.381
6 H 1.064 -0.203 5.912
7 O -3.520 0.828 -2.856
8 H -2.767 1.431 -2.510
9 H -3.090 0.026 -2.357
10 O 3.823 -0.823 0.844
11 H 3.694 -0.468 -0.030
12 H 2.966 -1.116 0.973
13 O -1.011 -0.404 2.420
14 H -1.337 -0.191 3.268
15 H -1.157 0.500 1.960
16 O 1.132 -2.644 1.383
17 H 1.498 -2.959 2.116
18 H 1.546 -2.722 0.600
19 O -0.860 -4.421 -3.642
20 H -0.714 -4.033 -2.763
21 H -1.710 -4.689 -3.609
22 O -0.384 0.155 -1.936
23 H 0.204 0.896 -1.868
24 H -0.739 -0.009 -0.938
25 O -4.011 3.377 0.628
26 H -3.406 3.719 0.093
27 H -3.938 3.799 1.449
28 O 2.669 0.334 -3.745
29 H 3.632 0.429 -3.798
30 H 2.421 1.189 -4.159
31 O 1.346 3.240 -3.868
32 H 0.801 3.551 -4.695
33 H 0.760 2.666 -3.356
34 O -1.342 -1.951 -2.204
35 H -1.137 -1.782 -3.164
36 H -0.548 -1.822 -1.704
37 O 3.170 3.525 1.824
38 H 3.257 2.802 2.195
39 H 2.784 4.204 2.461
40 O 1.883 0.656 3.062
41 H 1.351 0.382 2.297
42 H 2.448 0.018 3.287
43 O 3.036 -2.763 -0.461
44 H 3.986 -2.779 -0.222
45 H 3.283 -2.547 -1.443
46 O 0.725 2.019 -0.328
47 H 1.072 2.782 0.026
48 H -0.142 1.814 -0.331
49 O -3.237 1.051 0.298
50 H -3.964 1.711 0.439
51 H -3.582 0.128 0.108



Most stable = entry w



Entry w
# C5H13NO

2 unconnected molecules or ions with the total composition C5H13NO (ωB97M-V/def2-TZVPD, OMol25).

Computed properties:
Net charge: 0
HOMO energy (eV): -8.22
Structure (SMILES): C=C(CC)NC.O

Geometry (Å):
1 C 1.877 -1.763 0.807
2 C 0.792 -0.990 0.959
3 C 0.870 0.462 1.413
4 C 0.491 0.629 2.887
5 N -0.456 -1.599 1.286
6 C -1.648 -1.088 0.569
7 H 1.812 -2.730 0.322
8 H 2.840 -1.500 1.228
9 H 0.224 1.019 0.731
10 H 1.920 0.692 1.273
11 H 0.977 -0.190 3.426
12 H -0.581 0.552 3.026
13 H 1.007 1.487 3.311
14 H -0.264 -2.588 1.181
15 H -1.277 -0.680 -0.370
16 H -2.264 -1.940 0.284
17 H -2.257 -0.427 1.178
18 O -1.396 3.308 -6.522
19 H -1.488 3.964 -5.829
20 H -0.473 3.042 -6.560



Entry x
# C5H13NO

A molecular structure, C5H13NO (ωB97M-V/def2-TZVPD, OMol25).

Computed properties:
Net charge: 0
HOMO energy (eV): -7.10

Geometry (Å):
1 C 0.524 -0.512 0.185
2 C 0.214 0.771 0.725
3 C 0.344 -0.862 -1.263
4 C -2.538 0.618 -0.170
5 C 2.343 0.462 0.242
6 N -1.559 0.242 0.818
7 O 0.621 -1.545 1.063
8 H 0.811 -2.365 0.590
9 H -1.924 -0.296 1.599
10 H 0.112 1.601 0.042
11 H 0.424 0.951 1.769
12 H 1.232 -1.385 -1.635
13 H -0.515 -1.521 -1.392
14 H 0.201 0.032 -1.868
15 H -3.088 -0.239 -0.590
16 H -3.291 1.321 0.220
17 H -2.053 1.129 -1.013
18 H 2.593 1.430 0.675
19 H 2.870 -0.314 0.797
20 H 2.681 0.482 -0.794



Entry y
# C5H13NO

C5H13NO in the gas phase (ωB97M-V/def2-TZVPD, OMol25).

Computed properties:
Net charge: 0
HOMO energy (eV): -7.85
Structure (SMILES): CN(C)CCCO

Geometry (Å):
1 C -1.320 1.521 -1.525
2 N -1.043 0.575 -0.427
3 C -1.941 0.767 0.672
4 C 0.329 0.178 -0.308
5 C 0.485 -1.216 0.375
6 C 1.949 -1.378 0.940
7 O 2.901 -1.078 -0.066
8 H -1.494 2.551 -1.166
9 H -0.424 1.729 -2.142
10 H -2.194 1.163 -2.072
11 H -1.582 0.227 1.565
12 H -2.003 1.843 0.862
13 H -3.001 0.499 0.493
14 H 1.004 0.842 0.294
15 H 0.750 0.025 -1.304
16 H -0.187 -1.139 1.231
17 H 0.271 -1.932 -0.411
18 H 1.856 -2.452 0.948
19 H 2.001 -1.040 1.989
20 H 3.645 -1.685 0.050



Most stable = entry w



Entry w
# C5H13NO

2 unconnected molecules or ions with the total composition C5H13NO (ωB97M-V/def2-TZVPD, OMol25).

Computed properties:
Net charge: 0
HOMO energy (eV): -9.81
Structure (SMILES): CC(N)=O.CCC

Geometry (Å):
1 C 0.105 1.183 2.881
2 C 1.107 0.071 2.752
3 N 2.408 0.455 2.626
4 O 0.785 -1.102 2.725
5 H -0.322 1.464 1.921
6 H 0.526 2.024 3.441
7 H -0.744 0.864 3.480
8 H 3.101 -0.272 2.608
9 H 2.625 1.418 2.807
10 C -1.451 0.581 -2.036
11 C -1.346 -0.829 -2.647
12 C 0.013 -1.463 -2.334
13 H -2.383 1.019 -2.390
14 H -0.529 1.122 -2.248
15 H -1.378 0.479 -0.944
16 H -2.142 -1.491 -2.333
17 H -1.460 -0.690 -3.721
18 H -0.059 -1.914 -1.349
19 H 0.359 -2.218 -3.039
20 H 0.785 -0.702 -2.199



Entry x
# C5H13NO

2 unconnected molecules or ions with the total composition C5H13NO (ωB97M-V/def2-TZVPD, OMol25).

Computed properties:
Net charge: 0
HOMO energy (eV): -7.69

Geometry (Å):
1 C -0.664 1.249 1.022
2 C -1.298 0.512 -0.243
3 C -1.404 -0.997 0.049
4 C -0.157 -1.877 -0.134
5 N -2.675 0.835 -0.533
6 C 2.981 0.541 -0.362
7 O 2.112 -0.226 0.403
8 H -0.757 2.332 0.770
9 H 0.338 0.823 1.171
10 H -1.372 1.083 1.874
11 H -0.578 0.567 -1.148
12 H -1.866 -1.102 1.071
13 H -2.191 -1.318 -0.625
14 H 0.190 -1.807 -1.176
15 H -0.316 -2.922 0.251
16 H 0.714 -1.575 0.511
17 H -2.657 1.651 -1.105
18 H 3.382 -0.098 -1.236
19 H 3.726 0.949 0.336
20 H 2.493 1.380 -0.895



Most stable = entry w



Entry w
# C9H11N2S2

2 unconnected molecules or ions with the total composition C9H11N2S2 (ωB97M-V/def2-TZVPD, OMol25).

Computed properties:
Net charge: +1
HOMO energy (eV): -12.21

Geometry (Å):
1 C -3.179 0.345 -0.785
2 C -1.794 0.394 -1.064
3 C -3.458 -0.522 0.202
4 C -1.060 -0.277 -0.171
5 C 2.379 -1.216 -1.381
6 C 2.384 -2.194 -0.439
7 C 0.917 1.104 1.235
8 C 1.162 -0.322 -1.497
9 C 0.314 -0.646 -0.243
10 N 0.698 2.376 1.162
11 N 1.073 0.489 2.387
12 S -2.089 -1.191 0.928
13 S 0.853 -2.187 0.404
14 H -3.843 1.031 -1.317
15 H -1.435 1.264 -1.575
16 H -4.408 -1.035 0.404
17 H 3.344 -0.796 -1.848
18 H 3.047 -3.032 -0.197
19 H 1.477 0.739 -1.553
20 H 0.543 -0.627 -2.415
21 H 0.680 2.893 0.293
22 H 0.407 3.025 1.878
23 H 1.358 -0.435 2.397
24 H 0.628 0.821 3.199



Entry x
# C9H11N2S2

A molecular structure, C9H11N2S2 (ωB97M-V/def2-TZVPD, OMol25).

Computed properties:
Net charge: +1
HOMO energy (alpha / beta) (eV): -12.14 / -11.97

Geometry (Å):
1 C 3.295 1.395 0.179
2 C 2.225 1.934 0.954
3 C 3.067 0.288 -0.620
4 C 0.994 1.362 0.823
5 C 1.752 -0.292 -0.783
6 C 0.751 0.116 0.079
7 C -0.535 -0.402 0.365
8 C -4.420 0.587 -0.286
9 C 0.176 -2.706 -0.136
10 N -1.948 -2.271 0.408
11 N -0.829 -1.693 0.196
12 S -3.832 -1.015 0.064
13 S -3.412 1.971 -0.571
14 H 4.218 2.000 0.011
15 H 2.471 2.822 1.460
16 H 3.843 0.015 -1.291
17 H 0.076 1.742 1.542
18 H 1.609 -0.989 -1.667
19 H -1.230 0.268 0.842
20 H -5.434 0.753 -0.386
21 H -0.175 -3.701 0.141
22 H 1.118 -2.576 0.531
23 H 0.518 -2.611 -1.221
24 H -4.298 3.005 -0.634



Most stable = entry w